Here is a structure of composition C32H25F6FeN2O4P2S2Se2 from the Open Molecules 2025 dataset. Energies are from ωB97M-V/def2-TZVPD.

Its net charge is -1. As for the spin multiplicity: 5. For the HOMO energy (spin up / spin down), the calculation gives -4.890 / -5.232 eV. The value obtained for the HOMO-LUMO gap (spin up / spin down) is 0.270 / 0.283 Eh.

Last column: Löwdin spin population.
Atoms and positions in Å:
Fe (1.32, 1.11, 0.13)  3.63
F (3.05, 1.73, -2.34)  0.00
C (4.26, 2.18, -2.01)  0.00
F (5.15, 1.22, -2.29)  0.00
F (4.53, 3.25, -2.76)  0.00
S (4.38, 2.61, -0.21)  0.00
O (3.54, 1.66, 0.49)  0.02
O (5.79, 2.59, 0.03)  0.00
N (3.83, 4.08, -0.11)  0.00
S (2.29, 4.35, 0.15)  0.00
O (2.01, 4.92, 1.43)  0.00
O (1.42, 3.31, -0.36)  0.03
C (2.04, 5.72, -1.06)  0.00
F (0.82, 6.22, -0.89)  0.00
F (2.16, 5.26, -2.30)  0.00
F (2.94, 6.68, -0.86)  0.00
Se (-1.45, 1.38, 0.16)  0.05
P (-0.97, 1.30, 2.26)  0.01
Se (1.15, 1.23, 2.67)  0.05
C (-1.81, -0.15, 3.01)  0.00
C (-1.15, -0.95, 3.93)  0.00
C (-1.77, -2.08, 4.45)  0.00
C (-3.06, -2.41, 4.05)  0.00
C (-3.72, -1.62, 3.12)  0.00
C (-3.10, -0.49, 2.60)  0.00
C (-1.73, 2.75, 3.08)  0.00
C (-0.94, 3.64, 3.80)  0.00
C (-1.51, 4.78, 4.37)  0.00
C (-2.87, 5.03, 4.21)  0.00
C (-3.66, 4.14, 3.48)  0.00
C (-3.08, 3.01, 2.91)  0.00
H (-0.14, -0.69, 4.23)  0.00
H (-1.24, -2.71, 5.15)  0.00
H (-3.54, -3.30, 4.44)  0.00
H (-4.72, -1.88, 2.79)  0.00
H (-3.60, 0.10, 1.84)  0.00
H (0.12, 3.45, 3.91)  0.00
H (-0.89, 5.48, 4.92)  0.00
H (-3.31, 5.91, 4.65)  0.00
H (-4.71, 4.34, 3.35)  0.00
H (-3.69, 2.35, 2.31)  0.00
N (1.43, -0.68, -0.50)  0.10
P (0.68, -1.68, -1.36)  0.05
C (-0.47, -2.74, -0.42)  0.00
C (-1.85, -2.68, -0.53)  0.00
C (-2.66, -3.43, 0.32)  0.00
C (-2.09, -4.24, 1.29)  0.00
C (-0.70, -4.28, 1.43)  0.00
C (0.10, -3.53, 0.58)  0.00
C (1.79, -2.86, -2.21)  0.01
C (1.56, -4.23, -2.33)  0.00
C (2.49, -5.05, -2.95)  0.00
C (3.66, -4.50, -3.47)  0.00
C (3.89, -3.14, -3.37)  0.00
C (2.96, -2.32, -2.74)  0.00
C (-0.32, -1.08, -2.79)  0.01
C (-0.28, 0.27, -3.11)  0.00
C (-0.97, 0.77, -4.21)  0.00
C (-1.71, -0.10, -5.01)  0.00
C (-1.75, -1.45, -4.71)  0.00
C (-1.05, -1.94, -3.61)  0.00
H (-2.31, -2.02, -1.26)  0.00
H (-3.74, -3.37, 0.22)  0.00
H (-2.72, -4.82, 1.95)  0.00
H (-0.26, -4.89, 2.21)  0.00
H (1.18, -3.54, 0.70)  0.00
H (0.65, -4.66, -1.92)  0.00
H (2.31, -6.12, -3.03)  0.00
H (4.39, -5.15, -3.95)  0.00
H (4.80, -2.71, -3.78)  0.00
H (3.15, -1.26, -2.62)  0.00
H (0.29, 0.94, -2.48)  0.00
H (-0.93, 1.83, -4.45)  0.00
H (-2.25, 0.28, -5.87)  0.00
H (-2.33, -2.13, -5.32)  0.00
H (-1.08, -3.00, -3.39)  0.00

***

Here is a cluster of 2 separate species, C11H15N in total in a non-equilibrium geometry from the Open Molecules 2025 dataset. Energies are from ωB97M-V/def2-TZVPD.

Its net charge is 0. As for the spin multiplicity: 1. For the HOMO energy, the calculation gives -7.758 eV. The value obtained for the HOMO-LUMO gap is 0.319 Eh.

Last column: Löwdin charge in e.
Atoms and positions in Å:
C (0.93, 3.38, 1.60)  -0.05
C (-0.76, 0.31, 0.21)  -0.23
C (-0.32, 1.01, 1.35)  -0.14
C (0.35, 2.20, 0.89)  -0.22
C (0.44, 2.06, -0.46)  -0.06
C (-1.71, -1.38, 1.57)  -0.10
C (-1.53, -0.83, 0.32)  -0.03
C (-1.22, -0.73, 2.71)  -0.11
C (-0.55, 0.46, 2.61)  -0.03
N (-0.25, 0.94, -0.89)  0.08
H (-2.26, -2.30, 1.66)  0.10
H (-1.86, -1.43, -0.53)  0.10
H (-1.31, -1.25, 3.65)  0.10
H (-0.15, 0.96, 3.48)  0.11
H (-0.44, 0.70, -1.85)  0.13
H (0.91, 2.71, -1.17)  0.12
H (0.39, 4.29, 1.34)  0.08
H (1.97, 3.52, 1.31)  0.07
H (0.93, 3.27, 2.69)  0.07
C (0.29, -1.90, -2.99)  -0.18
C (1.33, -2.56, -2.11)  -0.16
H (-0.13, -2.54, -3.77)  0.06
H (-0.54, -1.59, -2.35)  0.03
H (0.64, -1.09, -3.63)  0.06
H (2.20, -2.89, -2.69)  0.06
H (0.95, -3.44, -1.60)  0.06
H (1.71, -1.86, -1.37)  0.06

***

Here is a cluster of 27 separate species, C17H75NO28 in total in a non-equilibrium geometry from the Open Molecules 2025 dataset. Energies are from ωB97M-V/def2-TZVPD.

Its net charge is 0. As for the spin multiplicity: 1. For the HOMO energy, the calculation gives -9.680 eV. The value obtained for the HOMO-LUMO gap is 0.340 Eh.

Last column: Löwdin charge in e.
Atoms and positions in Å:
C (5.63, -0.60, 0.00)  -0.12
C (4.08, -0.41, -0.13)  -0.25
C (3.70, 1.07, -0.58)  -0.21
C (2.97, 1.87, 0.59)  -0.20
C (2.12, 3.03, -0.10)  -0.18
C (0.63, 2.50, -0.40)  -0.19
C (0.30, 2.66, -1.93)  -0.21
C (-1.05, 2.00, -2.40)  -0.19
C (-1.28, 0.52, -1.94)  -0.14
N (-1.60, 0.34, -0.50)  0.03
C (-2.65, 1.11, 0.07)  -0.35
O (-2.88, 2.30, 0.09)  0.09
C (-3.65, 0.22, 0.88)  -0.05
C (-4.81, 0.56, 1.65)  0.00
C (-5.49, -0.57, 2.32)  -0.04
C (-4.94, -1.92, 2.18)  -0.06
C (-3.76, -2.25, 1.37)  0.02
C (-3.11, -1.13, 0.71)  -0.05
C (-1.86, -1.05, -0.19)  -0.35
O (-1.23, -1.99, -0.61)  0.12
H (6.20, -0.36, -0.95)  0.06
H (5.81, -1.68, 0.28)  0.03
H (6.00, 0.06, 0.84)  0.08
H (3.60, -1.13, -0.86)  0.09
H (3.62, -0.62, 0.87)  0.10
H (4.59, 1.65, -0.96)  0.08
H (2.94, 1.00, -1.41)  0.09
H (2.33, 1.14, 1.16)  0.09
H (3.71, 2.29, 1.35)  0.09
H (2.64, 3.24, -1.07)  0.10
H (2.13, 3.89, 0.62)  0.10
H (-0.04, 3.19, 0.17)  0.11
H (0.61, 1.45, -0.02)  0.09
H (0.19, 3.77, -2.12)  0.12
H (1.12, 2.32, -2.62)  0.10
H (-1.91, 2.68, -2.18)  0.10
H (-1.01, 1.96, -3.53)  0.11
H (-0.33, -0.04, -2.16)  0.13
H (-2.07, 0.00, -2.55)  0.14
H (-5.14, 1.61, 1.74)  0.10
H (-6.42, -0.33, 2.91)  0.08
H (-5.46, -2.75, 2.70)  0.10
H (-3.33, -3.28, 1.28)  0.10
O (4.19, 3.83, 3.13)  -0.07
H (3.99, 4.72, 3.47)  0.00
H (4.20, 3.27, 3.91)  0.04
O (-3.08, -5.49, 2.16)  -0.07
H (-2.27, -5.41, 1.65)  0.02
H (-2.80, -5.91, 2.98)  0.02
O (5.68, -3.64, 0.00)  -0.06
H (5.16, -4.25, 0.54)  0.05
H (5.77, -4.10, -0.85)  0.04
O (-6.98, 2.00, 0.11)  -0.08
H (-7.24, 1.31, -0.51)  0.02
H (-6.17, 2.35, -0.26)  0.02
O (6.48, -0.42, -3.31)  -0.07
H (6.22, -1.11, -3.93)  0.03
H (7.30, -0.07, -3.67)  0.02
O (2.64, 6.03, 4.28)  -0.07
H (1.89, 5.46, 4.08)  0.03
H (2.33, 6.91, 4.02)  0.04
O (3.61, -0.91, -4.06)  -0.05
H (2.79, -1.27, -3.70)  0.05
H (3.72, -0.06, -3.59)  0.04
O (-7.94, 0.73, 4.37)  -0.05
H (-8.76, 0.37, 4.73)  0.05
H (-7.84, 1.58, 4.82)  0.05
O (7.42, 0.94, -5.96)  -0.06
H (6.84, 1.49, -5.43)  0.02
H (6.96, 0.89, -6.81)  0.03
O (4.42, 1.40, -6.71)  -0.05
H (4.32, 0.66, -6.11)  0.01
H (4.36, 2.18, -6.14)  0.05
O (0.04, 6.37, 3.43)  -0.06
H (-0.54, 6.93, 3.96)  0.03
H (-0.41, 6.32, 2.58)  0.04
O (5.72, 3.48, -0.88)  -0.06
H (6.53, 3.02, -0.60)  0.05
H (5.55, 4.11, -0.17)  0.05
O (3.86, -5.24, -1.67)  -0.05
H (3.12, -5.82, -1.87)  0.05
H (3.55, -4.36, -1.92)  0.04
O (2.54, 8.24, 6.82)  -0.06
H (2.02, 7.64, 7.36)  0.04
H (2.64, 7.77, 5.98)  0.00
O (-2.65, 7.08, 3.14)  -0.05
H (-3.40, 6.51, 2.94)  0.05
H (-2.96, 7.96, 2.87)  0.05
O (-8.39, -2.97, 1.68)  -0.04
H (-7.77, -2.72, 0.98)  0.05
H (-8.36, -2.23, 2.29)  0.03
O (3.25, -2.36, -6.79)  -0.06
H (3.87, -2.10, -7.49)  0.03
H (3.29, -1.63, -6.16)  -0.01
O (-10.09, -3.05, -0.71)  -0.07
H (-9.47, -3.05, -1.46)  0.01
H (-9.52, -2.86, 0.05)  -0.02
O (8.92, -1.88, -3.15)  -0.05
H (9.87, -1.89, -3.32)  0.04
H (8.81, -2.40, -2.35)  0.04
O (-10.08, -0.01, 2.21)  -0.05
H (-9.21, 0.13, 2.60)  -0.01
H (-10.29, 0.84, 1.82)  0.04
O (-0.46, -5.78, 2.73)  -0.06
H (0.16, -5.53, 2.03)  0.06
H (-0.43, -5.04, 3.35)  0.04
O (-9.39, -3.14, -4.03)  -0.06
H (-10.13, -3.72, -4.21)  0.04
H (-9.70, -2.27, -4.29)  0.04
O (-1.78, -4.08, 4.81)  -0.04
H (-2.60, -4.44, 5.17)  0.05
H (-1.68, -3.23, 5.26)  0.05
O (7.60, -6.36, 0.74)  -0.06
H (7.06, -5.60, 0.47)  0.00
H (8.40, -6.27, 0.21)  0.03
O (1.33, -8.06, 2.19)  -0.06
H (1.72, -7.55, 1.46)  0.02
H (0.72, -7.44, 2.61)  -0.01
O (-6.55, 1.30, -2.49)  -0.05
H (-7.10, 2.05, -2.76)  0.06
H (-5.76, 1.38, -3.03)  0.05